9
Properties=species:S:1:pos:R:3 method="wB97M-V/def2-TZVPD" homo_energy_ev="-8.95 / -8.92" e_above_lowest_kcal_mol=73.8 e_lumo_ha="-0.04995 / -0.04898" e_tot_ev=-34560.5917 homo_lumo_gap_ev="7.60 / 7.58"
N -0.313 0.090 1.858
O 1.236 -1.507 -0.572
P -0.119 -0.598 -0.553
S -1.749 -1.528 -1.132
S 0.451 1.158 -1.725
H 0.081 0.982 1.526
H -1.317 0.268 2.103
H 2.076 -1.070 -0.359
H -0.345 2.206 -1.147